{
  "formula": "C10H16",
  "method": "ωB97M-V/def2-TZVPD",
  "elements": ["C", "C", "H", "H", "H", "H", "H", "H", "C", "C", "C", "C", "C", "C", "C", "C", "H", "H", "H", "H", "H", "H", "H", "H", "H", "H"],
  "xyz": [[2.3622, 1.2264, 1.7219], [1.3517, 1.6436, 2.7966], [2.7158, 0.2083, 1.8461], [1.8338, 1.2594, 0.7733], [3.1855, 1.9387, 1.6679], [1.0139, 2.6643, 2.5985], [1.8323, 1.6764, 3.7735], [0.4452, 1.0424, 2.7259], [-1.4841, 0.9734, -0.8067], [-0.2482, 1.8568, -0.9028], [-1.1033, -0.5134, -0.9089], [-1.9760, -1.3669, -1.6403], [-0.0230, -1.1137, -0.3430], [-1.7836, -2.7051, -1.7486], [0.2088, -2.5283, -0.4114], [-0.6435, -3.2920, -1.1206], [-2.1911, 1.1288, 0.0021], [-2.0786, 1.1487, -1.7055], [0.0650, 2.3484, 0.0304], [-2.7894, -0.8815, -2.1740], [0.6679, -0.5309, 0.2590], [-2.3008, -3.2057, -2.5543], [1.0689, -2.7779, 0.1926], [-0.4688, -4.3535, -1.2581], [-0.3842, 2.6828, -1.6079], [0.7234, 1.4708, -1.2059]],
  "energy_ev": -10628.8012,
  "e_lumo_ev": 1.0,
  "orbital_gap_ha": 0.3711,
  "e_homo_ev": -9.09,
  "relative_energy_ev": 0.942,
  "smiles": "CCc1ccccc1.CC"
}



{
  "formula": "C10H16",
  "method": "ωB97M-V/def2-TZVPD",
  "elements": ["C", "C", "H", "H", "H", "H", "H", "H", "C", "C", "C", "C", "C", "C", "C", "C", "H", "H", "H", "H", "H", "H", "H", "H", "H", "H"],
  "xyz": [[-0.9501, -1.3036, 2.9991], [-2.3809, -0.8864, 3.4414], [-0.3364, -0.5034, 2.6279], [-0.4009, -1.6958, 3.8725], [-1.0278, -1.9944, 2.2174], [-2.7181, -1.7372, 4.0614], [-2.9592, -0.4589, 2.6972], [-2.3651, -0.0255, 3.9093], [0.2028, 1.0197, 0.9940], [1.4348, 2.0061, 1.0262], [0.3294, 0.3974, -0.4783], [-0.6657, 0.7103, -1.4715], [1.3850, -0.4467, -0.8765], [-0.7256, 0.0941, -2.7574], [1.4626, -0.9164, -2.1711], [0.4282, -0.6713, -3.1158], [0.4933, 0.3360, 1.7350], [-0.7106, 1.4828, 1.1421], [1.9181, 2.3623, 0.1248], [-1.4294, 1.3420, -1.2302], [2.0849, -0.8914, -0.1531], [-1.6572, 0.1783, -3.3048], [2.3251, -1.5275, -2.3173], [0.4324, -1.1794, -4.0430], [2.1751, 1.4884, 1.4385], [1.0534, 2.8050, 1.6812]],
  "energy_ev": -10627.0052,
  "e_lumo_ev": 1.0,
  "orbital_gap_ha": 0.3557,
  "e_homo_ev": -8.72,
  "relative_energy_ev": 2.738,
  "smiles": "CCc1ccccc1.CC"
}



{
  "formula": "C10H16",
  "method": "ωB97M-V/def2-TZVPD",
  "elements": ["C", "C", "H", "H", "H", "H", "H", "H", "C", "C", "C", "C", "C", "C", "C", "C", "H", "H", "H", "H", "H", "H", "H", "H", "H", "H"],
  "xyz": [[-2.1552, 1.6616, -1.2272], [-1.1012, 1.8441, -2.3319], [-1.6941, 1.6575, -0.2358], [-2.8449, 2.5024, -1.2419], [-2.7002, 0.7344, -1.3857], [-1.4213, 1.1744, -3.1266], [-0.7060, 2.8361, -2.4827], [-0.2020, 1.3055, -1.9649], [-0.7023, -1.5886, 1.3113], [-0.2584, -2.7632, 2.2294], [0.4682, -0.8472, 0.7577], [0.8613, 0.3397, 1.3890], [1.0392, -1.0785, -0.4717], [1.6635, 1.3236, 0.8058], [1.9688, -0.2117, -1.0626], [2.2436, 0.9982, -0.4248], [-1.2812, -2.0630, 0.5053], [-1.4653, -0.9704, 1.7808], [-1.0744, -3.4397, 2.4243], [0.4638, 0.6806, 2.3417], [0.7492, -1.9217, -1.0957], [1.7851, 2.2939, 1.2568], [2.6712, -0.5755, -1.7992], [2.9330, 1.7179, -0.8557], [0.1477, -2.4191, 3.1755], [0.6119, -3.1914, 1.7289]],
  "energy_ev": -10628.7285,
  "e_lumo_ev": 1.0,
  "orbital_gap_ha": 0.3692,
  "e_homo_ev": -9.06,
  "relative_energy_ev": 1.015,
  "smiles": "CCc1ccccc1.CC"
}



{
  "formula": "C10H16",
  "method": "ωB97M-V/def2-TZVPD",
  "elements": ["C", "C", "C", "C", "C", "C", "C", "H", "H", "H", "H", "H", "H", "H", "H", "C", "C", "C", "H", "H", "H", "H", "H", "H", "H", "H"],
  "xyz": [[0.7049, -0.2162, 3.6682], [0.1502, -1.4183, 0.0949], [0.6835, -0.7843, 1.2042], [-0.9870, -2.2029, 0.2413], [0.1336, -0.9185, 2.4695], [-1.6812, -2.1321, 1.4450], [-1.0967, -1.5727, 2.5726], [0.6450, -1.3480, -0.8666], [1.4699, -0.0404, 1.1059], [-1.3833, -2.7513, -0.6021], [-2.6241, -2.6541, 1.5042], [1.2107, 0.6943, 3.3486], [1.5160, -0.7997, 4.1031], [-1.7330, -1.4945, 3.4454], [-0.0662, 0.0180, 4.3969], [-0.2524, 1.3821, -2.6860], [0.9944, 1.0536, -3.5129], [-0.0280, 2.3748, -1.5369], [-0.9541, 1.8320, -3.3901], [-0.6993, 0.4540, -2.3114], [1.9007, 1.0466, -2.8976], [-0.9025, 3.0152, -1.4300], [-0.0619, 1.8451, -0.5763], [0.9531, 2.8320, -1.5310], [0.9573, 0.0419, -3.9130], [1.1502, 1.7434, -4.3461]],
  "energy_ev": -10629.1085,
  "e_lumo_ev": 1.0,
  "orbital_gap_ha": 0.3699,
  "e_homo_ev": -9.05,
  "relative_energy_ev": 0.635,
  "smiles": "Cc1ccccc1.CCC"
}



{
  "formula": "C10H16",
  "method": "ωB97M-V/def2-TZVPD",
  "elements": ["C", "C", "C", "C", "C", "C", "C", "C", "H", "H", "H", "H", "H", "H", "H", "H", "H", "H", "C", "C", "H", "H", "H", "H", "H", "H"],
  "xyz": [[-1.2325, 1.1624, -0.2099], [-2.0721, 1.8999, -1.2833], [0.1730, 1.0590, -0.5583], [1.0533, 1.5122, 0.4266], [0.7323, 0.7078, -1.8044], [2.4727, 1.5495, 0.3542], [2.1259, 0.6357, -1.9183], [2.9662, 0.9860, -0.8201], [-1.1948, 1.6425, 0.8607], [-1.7121, 0.2082, 0.0267], [-1.9554, 2.9516, -0.9212], [0.7164, 1.8258, 1.3861], [0.0468, 0.3981, -2.6475], [3.1927, 1.8224, 1.0154], [2.5078, 0.1553, -2.8528], [4.0361, 0.9438, -0.8944], [-3.1521, 1.7427, -1.0423], [-1.7783, 1.7074, -2.3469], [-1.3913, -2.6904, 2.1335], [-0.3582, -3.1255, 1.0698], [-2.0335, -1.7925, 1.7580], [-1.9963, -3.3327, 2.6100], [-0.6981, -2.2250, 2.9129], [-0.9325, -3.4668, 0.2231], [0.2196, -4.0132, 1.4901], [0.2642, -2.2642, 1.0324]],
  "energy_ev": -10627.7313,
  "e_lumo_ev": 0.9,
  "orbital_gap_ha": 0.3604,
  "e_homo_ev": -8.88,
  "relative_energy_ev": 2.012,
  "smiles": "CCc1ccccc1.CC"
}



{
  "formula": "C10H16",
  "method": "ωB97M-V/def2-TZVPD",
  "elements": ["C", "C", "H", "H", "H", "H", "H", "H", "C", "C", "C", "C", "C", "C", "C", "C", "H", "H", "H", "H", "H", "H", "H", "H", "H", "H"],
  "xyz": [[2.5322, -0.5947, 1.6276], [3.5805, 0.5357, 1.3250], [2.4161, -1.1512, 0.6687], [2.9068, -1.1014, 2.5045], [1.5849, -0.2384, 1.8928], [4.0518, 0.9078, 2.2880], [3.1400, 1.3523, 0.8298], [4.3188, 0.1528, 0.5072], [-2.2772, 1.1341, 0.5561], [-3.4446, 0.0348, 1.0121], [-1.3240, 0.4957, -0.4613], [-1.3038, 0.6901, -1.9061], [-0.2994, -0.4476, -0.0730], [-0.6394, -0.0886, -2.8753], [0.5148, -1.0654, -1.0570], [0.4179, -0.9148, -2.4357], [-2.7902, 2.0092, 0.1141], [-1.6358, 1.4782, 1.3992], [-2.9873, -0.9751, 0.7711], [-2.0450, 1.4599, -2.2453], [-0.1020, -0.6793, 1.0438], [-0.5906, 0.1328, -3.9589], [1.1649, -1.7833, -0.8509], [0.9366, -1.4720, -3.1950], [-4.3898, -0.1317, 0.3916], [-3.7362, 0.2605, 2.1269]],
  "energy_ev": -10627.2256,
  "e_lumo_ev": 1.0,
  "orbital_gap_ha": 0.3660,
  "e_homo_ev": -8.97,
  "relative_energy_ev": 2.518,
  "smiles": "CCc1ccccc1.CC"
}



{
  "formula": "C10H16",
  "method": "ωB97M-V/def2-TZVPD",
  "elements": ["C", "C", "C", "C", "C", "C", "C", "H", "H", "H", "H", "H", "H", "H", "H", "C", "C", "C", "H", "H", "H", "H", "H", "H", "H", "H"],
  "xyz": [[-1.5943, 1.4530, 2.1310], [1.5035, 3.1517, 0.6447], [0.2291, 3.0143, 1.1949], [2.1720, 2.0761, 0.0592], [-0.3545, 1.7072, 1.2824], [1.5352, 0.8591, 0.0255], [0.2611, 0.7054, 0.5594], [1.9515, 4.0235, 0.4881], [-0.2554, 3.8097, 1.6831], [3.2187, 2.1260, -0.3251], [2.2444, 0.0884, -0.4297], [-1.2439, 1.1704, 3.1315], [-2.3602, 0.8953, 1.5916], [-0.3179, -0.1774, 0.6200], [-2.2005, 2.3144, 2.3122], [-0.0662, -2.0369, -1.2236], [-1.3902, -2.2365, -0.4688], [0.2204, -3.0118, -2.3646], [0.0196, -1.0713, -1.7304], [0.7990, -2.1403, -0.4532], [-2.1658, -2.7976, -1.0016], [-0.0811, -3.9597, -2.0548], [-0.4378, -2.7959, -3.1591], [-1.8081, -1.2583, -0.2086], [-1.2056, -2.9041, 0.3519], [1.3268, -3.0048, -2.6559]],
  "energy_ev": -10628.1118,
  "e_lumo_ev": 1.0,
  "orbital_gap_ha": 0.3682,
  "e_homo_ev": -9.03,
  "relative_energy_ev": 1.632,
  "smiles": "Cc1ccccc1.CCC"
}



{
  "formula": "C10H16",
  "method": "ωB97M-V/def2-TZVPD",
  "elements": ["C", "C", "C", "C", "C", "C", "C", "H", "H", "H", "H", "H", "H", "H", "H", "C", "C", "C", "H", "H", "H", "H", "H", "H", "H", "H"],
  "xyz": [[2.0489, 1.6628, -1.0108], [-0.4202, 2.0243, -0.6603], [0.6579, 1.1519, -1.0603], [-1.7588, 1.6464, -0.7441], [0.3525, -0.1020, -1.5783], [-2.0411, 0.4035, -1.2345], [-0.9617, -0.5006, -1.6196], [-0.2292, 3.0384, -0.3502], [-2.5239, 2.3401, -0.4255], [2.6754, 1.1222, -1.7068], [2.4634, 1.4670, -0.0248], [1.1187, -0.7866, -1.9152], [-3.0348, 0.0295, -1.4591], [-1.2694, -1.4611, -1.9966], [2.1262, 2.7289, -1.2335], [0.1481, -2.2734, 2.2003], [-0.0671, -1.0365, 3.0976], [1.1690, -2.0724, 1.0872], [-0.8240, -2.5669, 1.8142], [0.4573, -3.0677, 2.8726], [0.8538, -0.8152, 3.6283], [-0.2559, -0.1357, 2.4952], [0.9579, -2.6953, 0.2242], [2.2010, -2.2924, 1.3865], [-0.9361, -1.1908, 3.7228], [1.2076, -1.0124, 0.8283]],
  "spin_multiplicity": 2,
  "energy_ev": -10620.7112,
  "s_squared": 0.767,
  "e_lumo_ev": [-4.4, -8.3],
  "orbital_gap_ha": [0.3574, 0.2170],
  "e_homo_ev": [-14.16, -14.16],
  "total_charge": 1,
  "relative_energy_ev": 0.162
}



{
  "formula": "C10H16",
  "method": "ωB97M-V/def2-TZVPD",
  "elements": ["C", "C", "C", "H", "H", "H", "H", "H", "H", "H", "H", "C", "C", "C", "C", "C", "C", "C", "H", "H", "H", "H", "H", "H", "H", "H"],
  "xyz": [[-2.8874, -0.8092, 0.9463], [-2.8469, 0.4055, 0.0147], [-1.8285, -0.6346, 2.1305], [-3.8778, -0.9973, 1.3432], [-2.4134, -1.6767, 0.5029], [-1.8127, 0.6394, -0.2370], [-1.2258, -1.5343, 2.2031], [-3.3100, 1.3061, 0.4141], [-3.4682, 0.1793, -0.8582], [-1.1863, 0.2370, 1.9513], [-2.3463, -0.3473, 3.0398], [0.6613, 1.7419, -1.8669], [2.1147, -0.3306, 1.0323], [1.3133, 0.4730, 0.2378], [2.9926, -1.1097, 0.2823], [1.3905, 0.6608, -1.1607], [2.9554, -1.1572, -1.1964], [2.1192, -0.3102, -1.8532], [2.0909, -0.2391, 2.1047], [0.5695, 1.0903, 0.7403], [3.5898, -1.8877, 0.7477], [3.8284, -1.6089, -1.6463], [0.9530, 2.6951, -1.4056], [-0.4017, 1.8094, -1.6031], [2.2389, -0.2403, -2.9265], [0.7872, 1.6453, -2.9373]],
  "spin_multiplicity": 2,
  "energy_ev": -10619.9901,
  "s_squared": 0.768,
  "e_lumo_ev": [-4.5, -8.1],
  "orbital_gap_ha": [0.3397, 0.2061],
  "e_homo_ev": [-13.74, -13.74],
  "total_charge": 1,
  "relative_energy_ev": 0.883
}



{
  "formula": "C10H16",
  "method": "ωB97M-V/def2-TZVPD",
  "elements": ["C", "C", "C", "H", "H", "H", "H", "H", "H", "H", "H", "C", "C", "C", "C", "C", "C", "C", "H", "H", "H", "H", "H", "H", "H", "H"],
  "xyz": [[-1.5084, 0.0117, -1.8339], [-2.7939, 0.4347, -1.1445], [-1.2892, 0.6977, -3.1824], [-0.6791, 0.3083, -1.1345], [-1.3354, -1.1175, -1.9261], [-2.7334, 1.4435, -0.7424], [-0.5978, 1.4267, -3.4191], [-1.2802, -0.0234, -3.9409], [-2.8584, -0.1643, -0.2552], [-3.6989, 0.1112, -1.8915], [-2.1018, 1.4824, -3.2317], [1.8208, -2.2616, 2.5037], [0.2826, -0.2353, 2.0524], [1.4518, -0.9450, 1.8968], [-0.0045, 0.8857, 1.3215], [2.5043, -0.2299, 1.2826], [0.8810, 1.4348, 0.3986], [2.2046, 0.9222, 0.4999], [-0.5389, -0.6984, 2.6250], [-0.9352, 1.2069, 1.2364], [2.4304, -1.9839, 3.3767], [2.4551, -2.7558, 1.7887], [3.4642, -0.4949, 1.5205], [0.7247, 2.2715, -0.2435], [2.9238, 1.3932, -0.1001], [1.2118, -3.1206, 2.5429]],
  "spin_multiplicity": 2,
  "energy_ev": -10618.4047,
  "s_squared": 0.770,
  "e_lumo_ev": [-4.4, -8.4],
  "orbital_gap_ha": [0.3444, 0.1968],
  "e_homo_ev": [-13.75, -13.74],
  "total_charge": 1,
  "relative_energy_ev": 2.469
}